{"formula": "C30H50BrIrN4O10P2S3", "method": "ωB97M-V/def2-TZVPD", "de_lowest_ev": 0.243, "max_force_ha_per_bohr": 0.016, "homo_energy_ev": [-10.365, -11.046], "s_squared": 8.77, "total_charge": 1, "multiplicity": 6, "e_tot_ha": -6700.05299, "elements": ["Ir", "O", "C", "C", "C", "C", "C", "C", "C", "O", "N", "O", "O", "H", "H", "H", "H", "C", "C", "C", "C", "C", "Br", "N", "C", "H", "H", "H", "H", "H", "H", "C", "N", "C", "S", "N", "C", "H", "H", "H", "H", "H", "H", "H", "H", "C", "C", "C", "O", "P", "S", "S", "O", "C", "C", "C", "H", "H", "H", "H", "H", "H", "H", "H", "H", "H", "H", "H", "H", "H", "C", "C", "C", "C", "O", "P", "O", "O", "O", "C", "C", "C", "C", "H", "H", "H", "H", "H", "H", "H", "H", "H", "H", "H", "H", "H", "H", "H", "H", "H", "H"], "xyz": [[-0.10861, 0.70337, -0.37529], [-1.60147, 0.65153, 1.28390], [-1.34138, 0.96338, 2.45347], [-0.35207, 1.91129, 2.87314], [-0.04335, 1.96475, 4.23708], [0.90365, 2.84976, 4.67212], [1.55528, 3.71242, 3.78576], [1.24572, 3.69082, 2.44914], [0.27861, 2.79145, 1.95054], [-0.05881, 2.76791, 0.69736], [1.25291, 2.88130, 6.09727], [2.16632, 3.60616, 6.43132], [0.60898, 2.17621, 6.84711], [-1.93062, 0.48726, 3.24234], [-0.53651, 1.31136, 4.94479], [2.30192, 4.39100, 4.17394], [1.74346, 4.35694, 1.75794], [-4.09173, -2.79669, -1.80504], [-2.78010, -2.27263, -2.30562], [-2.15908, -2.73755, -3.45351], [-0.91541, -2.24824, -3.82659], [-0.32504, -1.29296, -3.02655], [1.35818, -0.59508, -3.51548], [-0.90008, -0.83085, -1.92403], [-2.09779, -1.31218, -1.57660], [-4.54819, -3.47259, -2.52595], [-4.79148, -1.98495, -1.60586], [-3.93778, -3.34154, -0.87224], [-2.64123, -3.49217, -4.06306], [-0.41028, -2.59706, -4.71485], [-2.52339, -0.91852, -0.66242], [5.71046, -0.24891, -1.40608], [4.57109, 0.60029, -1.06444], [3.43625, 0.26362, -0.44323], [2.16201, 1.46154, -0.59173], [3.28397, -0.80905, 0.29353], [4.30764, -1.70238, 0.82082], [6.39088, 0.35596, -1.99852], [5.39647, -1.10494, -2.00339], [6.24678, -0.59117, -0.52693], [4.50592, 1.47394, -1.56277], [2.30473, -1.00574, 0.55611], [4.77006, -2.32010, 0.05326], [3.80773, -2.35475, 1.53265], [5.07156, -1.13641, 1.35242], [-1.44674, 3.14394, -5.29924], [-0.23784, 4.00972, -5.02112], [-0.44651, 5.47490, -5.33220], [0.23720, 3.85795, -3.63624], [-0.57080, 3.84508, -2.29692], [0.82047, 4.43394, -0.95248], [-1.46267, 2.08134, -1.94763], [-1.67247, 4.93962, -2.51134], [-2.82861, 5.29914, -1.67457], [-4.03849, 4.51786, -2.13611], [-2.53247, 5.15311, -0.19780], [-1.73055, 3.27304, -6.34439], [-2.29616, 3.43882, -4.68187], [-1.23283, 2.09032, -5.12405], [0.61592, 3.63352, -5.58383], [-1.35948, 5.85166, -4.87335], [-0.52234, 5.59959, -6.41271], [0.39646, 6.06686, -4.97823], [-2.96255, 6.35194, -1.92145], [-3.94281, 3.45989, -1.89441], [-4.18462, 4.62522, -3.21062], [-4.92260, 4.90885, -1.63157], [-2.35821, 4.10906, 0.07282], [-3.39857, 5.50927, 0.36042], [-1.66581, 5.74069, 0.09891], [2.56150, -5.14880, 0.60856], [1.24064, -4.48923, 0.24688], [1.30199, -3.84520, -1.13241], [0.11569, -5.51036, 0.32602], [1.06071, -3.45222, 1.26793], [-0.08384, -2.33811, 1.22732], [-1.30593, -2.78950, 0.53551], [0.62389, -1.09330, 0.62467], [-0.26108, -1.95624, 2.75487], [-0.69329, -2.84476, 3.84201], [0.55189, -3.49434, 4.42480], [-1.34522, -1.92460, 4.85853], [-1.69532, -3.88333, 3.36458], [2.87119, -5.82615, -0.18718], [2.46359, -5.72419, 1.52947], [3.34552, -4.40676, 0.75556], [1.65951, -4.57413, -1.85973], [1.98554, -2.99042, -1.13435], [0.31534, -3.49593, -1.43980], [0.29572, -6.29473, -0.41161], [-0.84577, -5.04693, 0.11834], [0.09310, -5.97643, 1.31166], [1.22218, -2.73757, 4.83383], [1.08602, -4.05398, 3.65915], [0.27160, -4.17785, 5.22718], [-0.61688, -1.22638, 5.27600], [-1.75375, -2.51209, 5.68063], [-2.16263, -1.36892, 4.39772], [-1.25585, -4.57259, 2.64741], [-2.55553, -3.41006, 2.89222], [-2.03362, -4.45599, 4.22836]]}